Record 1
A 2-piece molecular cluster, C2H2F3NOS overall at a distorted geometry. Source: OMol25; level of theory: ωB97M-V/def2-TZVPD.

Properties
Energy above the lowest of the compared OMol25 structures with the same formula, charge and spin (kcal per mole): 17.7
SMILES: FC(F)(F)S.N=C=O
Orbital gap (eV): 11.0736
LUMO level (eV): 0.512

Structure (XYZ):
```
10
Properties=species:S:1:pos:R:3:lowdin_charge:R:1
F 1.24 1.03 2.40 0.05
C 1.46 2.26 1.93 -0.94
F 1.40 3.08 2.95 0.13
F 2.79 2.27 1.64 0.06
S 0.37 2.39 0.46 0.94
H 1.09 3.24 0.03 -0.22
N 0.11 -1.33 0.75 0.20
C 0.52 -1.18 -0.36 -0.40
O 0.64 -0.64 -1.41 0.11
H -0.31 -2.13 1.15 0.08
```

Record 2
C36H48AsBaN7O4S4 as an isolated structure at a distorted geometry. Source: OMol25; level of theory: ωB97M-V/def2-TZVPD.

Properties
Energy above the lowest of the compared OMol25 structures with the same formula, charge and spin (kcal per mole): 132.0
Orbital gap (eV): 7.1563
LUMO level (eV): -0.137

Structure (XYZ):
```
101
Properties=species:S:1:pos:R:3:lowdin_charge:R:1
Ba -1.96 0.25 -1.81 1.71
C 5.71 2.81 4.47 -0.07
C 4.81 2.33 3.34 -0.55
C 5.49 2.66 2.00 -0.04
C 4.65 0.81 3.47 -0.04
C 3.43 3.00 3.38 -0.17
C 3.10 4.01 4.30 -0.03
C 1.85 4.59 4.31 -0.07
C 0.90 4.16 3.39 -0.49
S -0.72 4.69 3.16 1.10
C -0.92 3.52 1.84 -0.48
N 0.14 2.82 1.61 0.09
C 1.19 3.16 2.47 -0.30
C 2.46 2.59 2.47 0.02
C -2.23 3.49 1.12 -0.27
C -3.15 4.46 1.55 -0.11
C -4.38 4.65 0.93 -0.10
C -4.67 3.85 -0.15 -0.11
C -3.76 2.88 -0.55 -0.23
C -2.51 2.60 0.04 -0.13
H 6.67 2.28 4.42 0.09
H 5.27 2.61 5.45 0.09
H 5.92 3.88 4.40 0.09
H 6.47 2.18 1.95 0.09
H 5.63 3.74 1.90 0.09
H 4.89 2.31 1.16 0.06
H 5.63 0.33 3.48 0.09
H 4.08 0.39 2.63 0.06
H 4.12 0.55 4.39 0.10
H 3.84 4.35 5.01 0.10
H 1.61 5.37 5.02 0.11
H 2.71 1.82 1.75 0.07
H -2.93 5.11 2.39 0.05
H -5.06 5.41 1.29 0.10
H -5.61 3.97 -0.68 0.10
H -4.10 2.31 -1.41 0.01
O -2.15 -5.61 1.25 0.03
C -2.56 -4.60 2.04 -0.28
C -3.29 -4.94 3.18 -0.02
C -3.73 -3.96 4.05 -0.09
C -3.45 -2.62 3.80 -0.10
C -2.74 -2.28 2.66 -0.04
C -2.28 -3.25 1.76 -0.09
C -1.56 -2.80 0.53 -0.48
O -1.49 -1.54 0.34 -0.23
N -1.06 -3.78 -0.20 -0.04
N -0.34 -3.42 -1.33 -0.06
C -0.50 -4.25 -2.29 -0.93
S 0.46 -4.14 -3.77 0.88
C -0.67 -5.19 -4.71 -0.53
C -1.08 -6.33 -3.79 -0.53
S -1.65 -5.59 -2.23 0.94
H -1.61 -5.19 0.53 0.02
H -3.49 -5.99 3.37 0.11
H -4.28 -4.24 4.93 0.10
H -3.78 -1.85 4.48 0.10
H -2.52 -1.25 2.43 0.11
H -0.15 -5.54 -5.60 0.08
H -1.54 -4.60 -5.01 0.07
H -0.23 -6.97 -3.58 0.07
H -1.89 -6.92 -4.20 0.08
N 0.71 -0.51 -2.33 -0.04
C 1.64 0.58 -2.70 -0.31
C 3.08 0.13 -3.01 -0.14
C 3.77 -0.87 -2.07 -0.17
C 4.10 -0.43 -0.63 -0.16
N 2.98 -0.07 0.23 0.08
C 2.07 -0.95 0.68 -0.45
N 2.28 -2.26 0.50 0.23
N 1.04 -0.55 1.41 0.25
C 0.94 1.23 -3.93 -0.66
O 1.55 1.30 -4.99 0.03
O -0.25 1.61 -3.67 -0.17
H 1.10 -1.19 -1.69 0.02
H 0.51 -1.04 -3.18 0.06
H 1.60 1.33 -1.92 0.13
H 3.70 1.03 -3.09 0.12
H 3.04 -0.31 -4.01 0.12
H 4.73 -1.14 -2.52 0.12
H 3.18 -1.79 -2.04 0.09
H 4.73 0.46 -0.67 0.12
H 4.68 -1.20 -0.12 0.12
H 2.64 0.88 0.16 0.12
H 2.93 -2.56 -0.20 0.10
H 1.49 -2.88 0.64 0.12
H 0.80 0.45 1.50 0.11
H 0.21 -1.14 1.36 0.09
C -3.07 1.73 -3.63 -0.39
As -4.06 0.07 -3.55 0.61
C -5.60 0.18 -4.67 -0.21
C -4.58 -0.11 -1.67 -0.36
S -2.66 -1.45 -3.82 0.07
H -3.72 2.56 -3.93 0.07
H -2.26 1.66 -4.37 0.04
H -2.60 2.01 -2.69 -0.10
H -6.22 1.03 -4.37 0.05
H -6.17 -0.75 -4.60 0.05
H -5.26 0.31 -5.69 0.05
H -5.47 0.47 -1.43 0.06
H -3.79 0.21 -0.99 -0.12
H -4.80 -1.16 -1.47 0.06
```

Record 3
One molecule with the formula C4H6N2O. Source: OMol25; level of theory: ωB97M-V/def2-TZVPD.

Properties
Energy above the lowest of the compared OMol25 structures with the same formula, charge and spin (kcal per mole): 13.3
SMILES: Cc1ncc(O)[nH]1
Orbital gap (eV): 8.7480
LUMO level (eV): 0.701

Structure (XYZ):
```
13
Properties=species:S:1:pos:R:3:lowdin_charge:R:1
C 2.17 -0.18 0.13 -0.03
C 0.72 -0.05 -0.19 -0.41
N 0.16 -0.32 -1.34 0.09
C -1.20 -0.13 -1.15 -0.10
C -1.44 0.23 0.14 -0.38
O -2.55 0.47 0.87 0.07
N -0.22 0.30 0.75 0.16
H 2.63 -0.82 -0.63 0.08
H 2.32 -0.65 1.11 0.07
H 2.70 0.78 0.13 0.08
H -1.92 -0.29 -1.95 0.10
H -3.30 0.06 0.41 0.11
H -0.06 0.60 1.70 0.16
```

Record 4
One molecule with the formula C3H9NO at a distorted geometry. Source: OMol25; level of theory: ωB97M-V/def2-TZVPD.

Properties
Energy above the lowest of the compared OMol25 structures with the same formula, charge and spin (kcal per mole): 46.4
SMILES: CNCOC
Orbital gap (eV): 9.8820
LUMO level (eV): 1.021

Structure (XYZ):
```
14
Properties=species:S:1:pos:R:3:lowdin_charge:R:1
C 0.93 0.51 -1.52 -0.15
N 0.84 0.53 -0.08 -0.10
C 0.69 -0.71 0.57 -0.26
O -0.58 -1.12 1.10 -0.19
C -1.65 -0.20 1.08 -0.13
H 0.98 1.53 -1.93 0.08
H 1.79 0.04 -1.98 0.08
H 0.02 0.17 -2.06 0.08
H 0.24 1.28 0.26 0.10
H 0.97 -1.55 -0.08 0.12
H 1.40 -0.77 1.41 0.12
H -1.78 0.13 0.03 0.08
H -1.35 0.73 1.60 0.08
H -2.51 -0.57 1.61 0.09
```

Record 5
A 10-piece molecular cluster, H19O10 overall at a distorted geometry. Source: OMol25; level of theory: ωB97M-V/def2-TZVPD.

Properties
Total charge: -1
Energy above the lowest of the compared OMol25 structures with the same formula, charge and spin (kcal per mole): 82.7
Orbital gap (eV): 10.6228
LUMO level (eV): 3.067

Structure (XYZ):
```
29
Properties=species:S:1:pos:R:3:lowdin_charge:R:1
O 0.60 0.02 0.16 -0.39
H -0.41 0.03 0.27 0.08
O 2.34 1.19 -0.93 -0.09
H 1.64 0.76 -0.50 -0.15
H 3.07 1.08 -0.20 0.10
O -2.97 0.60 -0.28 -0.03
H -2.36 1.28 -0.49 -0.03
H -2.81 -0.28 -0.48 -0.05
O -0.75 1.80 -1.64 -0.11
H -0.10 1.21 -1.01 0.07
H -0.81 2.67 -1.24 0.03
O -1.19 -1.94 1.70 0.00
H -1.10 -1.13 2.06 -0.03
H -0.29 -1.84 1.43 -0.06
O 0.94 -2.39 0.73 -0.01
H 0.83 -2.93 -0.03 0.06
H 0.81 -1.46 0.68 -0.05
O 0.27 2.38 1.44 -0.09
H 0.31 1.54 1.00 -0.07
H 0.40 3.04 0.60 0.13
O 1.97 0.41 2.18 -0.02
H 1.96 1.25 2.04 -0.10
H 1.34 0.20 1.47 -0.05
O -1.92 -1.88 -1.09 -0.02
H -1.20 -1.52 -1.58 -0.03
H -1.67 -2.21 -0.28 -0.04
O 0.33 -1.00 -2.23 -0.07
H 0.61 -0.74 -1.25 0.04
H 0.18 -0.15 -2.54 -0.02
```

Record 6
One molecule with the formula C10H15O3P. Source: OMol25; level of theory: ωB97M-V/def2-TZVPD.

Properties
Energy above the lowest of the compared OMol25 structures with the same formula, charge and spin (kcal per mole): 0.0
SMILES: C[C@@H]1[C@H]2CC=CC(=O)[C@H]2CO[P@@]1(C)=O
Orbital gap (eV): 10.1056
LUMO level (eV): 0.410

Structure (XYZ):
```
29
Properties=species:S:1:pos:R:3:lowdin_charge:R:1
C 1.68 -1.19 -0.05 -0.10
C 0.83 0.04 -0.36 -0.34
C -0.44 0.17 0.51 -0.26
C -0.15 0.11 2.03 -0.13
C -0.38 1.35 2.82 -0.05
C -0.75 2.53 2.32 -0.01
C -0.95 2.69 0.88 -0.37
O -0.91 3.76 0.32 0.11
C -1.29 1.40 0.14 -0.17
C -1.29 1.68 -1.37 -0.19
O -1.19 0.48 -2.12 -0.22
P 0.35 -0.03 -2.16 0.59
C 0.08 -1.73 -2.75 -0.13
O 1.24 0.77 -3.01 -0.29
H 2.29 -1.04 0.85 0.07
H 2.36 -1.37 -0.88 0.08
H 1.06 -2.07 0.09 0.08
H 1.45 0.94 -0.26 0.14
H -1.05 -0.71 0.26 0.14
H 0.88 -0.19 2.20 0.11
H -0.77 -0.67 2.48 0.13
H -0.21 1.24 3.88 0.11
H -0.85 3.41 2.93 0.11
H -2.32 1.18 0.46 0.17
H -2.22 2.18 -1.67 0.14
H -0.46 2.35 -1.62 0.12
H -0.34 -2.40 -2.00 0.05
H -0.60 -1.64 -3.58 0.06
H 1.03 -2.12 -3.11 0.05
```